{
  "formula": "C46H49ClF33N4O5S2",
  "method": "ωB97M-V with the def2-TZVPD basis set",
  "total_charge": 1,
  "orbital_gap_ev": 6.99,
  "molar_mass_g_mol": 1464.44,
  "homo_energy_ev": -10.6,
  "spin_multiplicity": 1,
  "elements": ["C", "C", "O", "C", "C", "C", "C", "C", "C", "C", "C", "S", "C", "S", "N", "C", "C", "N", "C", "N", "C", "C", "C", "Cl", "C", "C", "C", "C", "C", "C", "N", "C", "C", "C", "F", "H", "H", "H", "H", "H", "H", "H", "H", "H", "H", "H", "H", "H", "H", "H", "H", "H", "H", "H", "H", "H", "H", "H", "H", "H", "H", "H", "H", "H", "H", "H", "H", "H", "C", "C", "C", "F", "F", "F", "F", "O", "C", "C", "F", "F", "F", "F", "H", "H", "H", "H", "C", "C", "C", "F", "F", "F", "F", "O", "C", "C", "F", "F", "F", "F", "H", "H", "H", "H", "C", "C", "C", "F", "F", "F", "F", "O", "C", "C", "F", "F", "F", "F", "H", "H", "H", "H", "C", "C", "C", "F", "F", "F", "F", "O", "C", "C", "F", "F", "F", "F", "H", "H", "H", "H"],
  "xyz": [[2.22197, -2.84102, 2.47704], [1.17891, -1.90927, 1.74038], [0.91282, -0.72457, 2.50785], [-0.35186, -0.75916, 3.18683], [-1.20080, 0.50770, 2.67650], [-0.97024, 0.55042, 1.12138], [-1.51283, -0.57248, 0.34824], [-1.28393, -0.60248, -1.10528], [-1.89628, -1.84177, -1.85641], [-3.39360, -1.39750, -2.25535], [-4.43057, -2.58097, -2.15455], [-6.17914, -2.02043, -2.41859], [-6.42002, -0.39098, -1.63808], [-5.78734, 0.98264, -2.31629], [-7.18764, -0.22938, -0.43682], [-8.12951, 0.77287, -0.19698], [-8.72345, 0.64282, 1.11854], [-8.09596, -0.53119, 1.62302], [-7.22677, -1.02601, 0.73903], [-0.56914, 0.40043, -1.75882], [-0.30437, 0.34221, -3.20870], [1.19779, -0.20904, -3.38872], [1.26158, -1.70560, -3.85777], [2.14355, 0.87960, -4.52162], [-0.08256, 1.49201, -1.03434], [0.70371, 2.65932, -1.73321], [2.09457, 2.74923, -1.38800], [2.93485, 3.77690, -2.01476], [2.16906, 4.59540, -2.95972], [0.75220, 4.35451, -3.13252], [-0.06940, 3.41692, -2.56877], [-0.25177, 1.62527, 0.41618], [0.29858, 2.84399, 1.20782], [1.59546, 2.55310, 2.04429], [1.59163, 3.41458, 3.18588], [3.23639, -2.35164, 2.48005], [2.32561, -3.76836, 1.85117], [1.84568, -3.03407, 3.51130], [1.69454, -1.55780, 0.79161], [0.25684, -2.44950, 1.39351], [-0.18082, -0.72333, 4.29542], [-0.97393, -1.66105, 2.96656], [-0.88379, 1.45542, 3.17536], [-2.27613, 0.23570, 2.89021], [-2.06823, -1.39702, 0.85710], [-1.37291, -2.07477, -2.81366], [-1.90578, -2.67563, -1.11366], [-3.67583, -0.60846, -1.50427], [-3.37588, -0.91278, -3.26563], [-4.36870, -2.98892, -1.10753], [-4.14742, -3.34723, -2.92885], [-8.45459, 1.60671, -0.85815], [-9.47496, 1.27736, 1.62738], [-6.59649, -1.93585, 0.87120], [-0.96346, -0.35823, -3.77394], [-0.33837, 1.32936, -3.72690], [1.68657, -0.17050, -2.37500], [2.31969, -2.09686, -3.79607], [0.96542, -1.82671, -4.93926], [0.66338, -2.39364, -3.19214], [2.53845, 2.04399, -0.64774], [4.01486, 3.91924, -1.80173], [2.67534, 5.40041, -3.54035], [0.22845, 5.03830, -3.85687], [-0.50840, 3.14021, 1.94088], [0.47676, 3.75872, 0.58236], [2.54482, 2.74181, 1.46408], [1.67330, 1.51192, 2.44757], [-1.84098, -3.54864, 7.87966], [-1.29912, -4.94487, 8.24323], [0.20359, -5.15262, 8.05228], [0.58291, -5.00387, 6.76532], [0.54773, -6.41217, 8.41225], [-2.00597, -5.88085, 7.56940], [-1.57376, -5.14191, 9.56261], [-2.44921, -3.40666, 6.59258], [-1.62018, -3.13981, 5.50555], [-1.65122, -4.26067, 4.46252], [-1.24836, -5.43077, 4.98754], [-0.80958, -3.97801, 3.43178], [-0.37592, -2.85809, 5.93476], [-2.09111, -1.99406, 4.94469], [-2.65786, -3.35420, 8.57762], [-1.11622, -2.75662, 8.07654], [0.77983, -4.45974, 8.67148], [-2.65978, -4.39426, 4.06534], [-10.32530, 0.90936, -4.80758], [-10.50106, 0.63704, -3.30071], [-11.83671, 0.02181, -2.88278], [-12.88106, 0.82007, -3.17076], [-11.85755, -0.17276, -1.54007], [-10.25586, 1.77798, -2.61437], [-9.51618, -0.23967, -2.94077], [-10.55770, 2.24346, -5.25476], [-11.87515, 2.61116, -5.55572], [-12.39026, 3.72587, -4.64212], [-12.36987, 3.34775, -3.34590], [-13.67251, 4.03187, -4.94506], [-12.66865, 1.52442, -5.55089], [-11.85777, 3.05778, -6.83010], [-9.26622, 0.74372, -5.01864], [-10.84753, 0.17680, -5.42596], [-11.99177, -0.94829, -3.36300], [-11.78033, 4.62584, -4.74453], [5.57690, 4.36900, 2.43397], [6.07199, 3.72695, 3.74420], [7.57419, 3.82001, 4.01248], [8.30266, 3.18909, 3.06986], [7.87186, 3.22540, 5.19304], [5.65057, 2.44106, 3.79098], [5.43467, 4.36999, 4.76194], [5.36543, 3.49028, 1.32444], [6.46343, 3.18323, 0.51380], [6.81253, 1.69320, 0.54254], [7.11775, 1.28307, 1.78716], [7.89638, 1.44436, -0.23343], [7.50281, 3.96824, 0.83529], [6.10479, 3.53076, -0.74799], [4.58068, 4.76077, 2.65183], [6.16222, 5.24598, 2.15216], [7.90102, 4.86180, 4.07181], [5.97754, 1.08808, 0.18189], [9.72408, -2.74277, -2.37371], [9.77016, -2.69342, -3.91339], [11.14849, -2.47716, -4.53867], [11.69451, -1.29902, -4.18181], [11.04717, -2.46184, -5.89140], [8.88929, -1.76369, -4.35126], [9.30309, -3.89550, -4.35976], [9.33550, -1.54596, -1.69977], [10.32892, -0.59644, -1.42976], [10.07724, 0.72936, -2.15174], [10.04278, 0.56238, -3.49216], [11.07165, 1.61100, -1.89117], [11.54238, -1.11287, -1.69652], [10.29444, -0.38698, -0.09536], [8.93335, -3.45304, -2.12242], [10.62961, -3.17504, -1.94394], [11.83666, -3.28155, -4.26488], [9.13002, 1.16996, -1.84134]],
  "forces_ev_per_a": [[-0.59, 0.43, -0.81], [1.81, -0.18, -0.75], [-1.03, -1.11, -0.13], [-0.33, 1.16, 0.10], [0.46, -1.01, -0.59], [-0.59, -0.50, -0.97], [1.73, 2.45, -1.67], [-0.12, -0.85, 1.73], [-0.68, 1.63, -0.21], [0.29, -0.06, 0.81], [1.29, 1.24, 0.54], [-0.43, -0.17, 0.44], [0.90, 1.62, 0.35], [-0.65, -1.25, 0.33], [-1.00, -0.65, 0.41], [-2.30, 2.03, 2.23], [3.56, -2.15, -3.76], [0.77, -0.18, -0.47], [-1.39, 0.85, 0.60], [-1.20, 0.33, 1.83], [1.84, -0.60, -1.58], [-0.27, -0.71, 0.53], [0.69, -0.18, -0.33], [-0.62, -0.75, 0.71], [0.27, 0.92, 2.11], [-0.43, -1.90, 0.71], [0.48, 1.44, -1.15], [-3.54, -0.24, -0.84], [0.24, -1.54, 1.50], [-0.07, 1.21, -1.10], [4.12, 0.41, 0.61], [-0.46, -1.72, -1.30], [-0.36, 0.16, 0.45], [0.31, -0.17, 0.37], [0.03, -0.61, -1.23], [-1.14, -0.36, 0.26], [-0.17, 0.60, 0.89], [0.56, -0.14, -0.86], [-0.63, -0.24, 0.87], [0.67, 0.47, 0.73], [-0.21, 0.11, -1.08], [0.96, 0.61, -0.02], [-0.40, -0.88, -0.42], [1.02, 0.75, -0.23], [0.55, 0.86, -0.70], [-0.18, -0.20, 1.19], [0.12, 0.52, -0.86], [0.07, -0.75, -0.89], [-0.19, -0.48, 0.87], [0.00, 0.08, -1.18], [-0.87, 0.59, 0.82], [0.96, -1.19, 0.04], [0.74, -0.84, -0.43], [-0.75, 1.03, -0.19], [0.19, 0.70, 0.93], [-0.34, -0.66, 0.99], [-0.28, 0.28, -1.12], [-1.04, 0.63, -0.04], [0.02, 0.20, 1.19], [0.43, 0.91, -0.70], [-0.57, 0.57, -0.77], [-1.03, -0.20, -0.19], [-0.68, -0.75, 0.54], [0.59, -0.75, 0.82], [0.90, -0.33, -0.67], [-0.27, -1.08, 0.35], [-1.03, 0.09, 0.58], [-0.40, 0.80, -0.45], [-0.51, 0.53, 0.49], [-0.75, -0.09, -0.39], [0.68, -0.48, 0.35], [-0.13, 0.03, 0.03], [-0.28, 0.09, 0.09], [0.25, 0.02, -0.07], [0.39, 0.23, -0.01], [0.96, -0.49, -0.72], [-0.47, 0.57, 1.71], [-0.17, -0.69, -0.26], [-0.08, 0.29, 0.04], [0.00, 0.31, 0.04], [0.09, 0.00, -0.64], [-0.25, -0.38, -0.23], [-0.02, -0.23, -0.12], [0.15, -0.22, -0.16], [-0.13, 0.10, 0.02], [-0.05, 0.19, 0.08], [0.63, -0.09, -0.59], [0.22, 0.77, -0.28], [-0.44, -0.45, 0.59], [0.19, -0.01, -0.01], [0.32, 0.03, -0.07], [-0.18, -0.11, 0.06], [-0.22, -0.30, -0.09], [-0.99, -0.03, 0.64], [0.92, -0.98, -0.65], [-0.25, 0.59, 0.42], [0.16, -0.09, -0.18], [0.15, -0.19, -0.27], [-0.28, 0.36, 0.01], [-0.13, 0.34, 0.24], [-0.04, 0.13, 0.20], [-0.22, 0.07, 0.24], [0.13, 0.03, -0.11], [0.09, -0.09, -0.16], [-0.66, 0.58, -0.10], [-0.55, -0.47, -0.32], [0.64, 0.02, 0.63], [-0.17, 0.03, -0.01], [-0.32, 0.06, -0.03], [0.22, 0.02, -0.03], [0.34, 0.24, -0.10], [1.00, -0.58, 0.00], [-0.66, 1.42, 0.62], [0.11, -0.77, 0.17], [-0.16, 0.22, -0.13], [-0.28, 0.37, 0.02], [0.15, -0.40, -0.36], [0.06, -0.45, -0.16], [0.03, -0.25, 0.08], [0.22, -0.24, 0.06], [-0.14, 0.05, -0.07], [-0.08, 0.17, -0.11], [-0.37, -0.49, 0.58], [-0.60, 0.45, 0.34], [0.50, -0.11, -0.67], [-0.14, -0.09, 0.03], [-0.26, -0.14, 0.11], [0.21, 0.02, -0.07], [0.39, -0.08, 0.04], [0.74, 0.61, -0.65], [-0.19, -1.40, 0.47], [-0.17, 0.70, -0.40], [-0.04, -0.20, 0.16], [0.04, -0.27, 0.27], [0.06, 0.46, 0.05], [-0.08, 0.38, -0.17], [-0.06, 0.16, -0.18], [0.11, 0.21, -0.23], [-0.10, -0.05, 0.12], [0.14, -0.20, 0.03]],
  "lowdin_charge": [-0.06, -0.27, -0.19, -0.19, -0.06, -0.07, 0.06, -0.11, -0.10, -0.26, -0.45, 0.85, -0.99, 0.71, -0.16, -0.11, -0.06, 0.02, -0.16, 0.04, -0.12, -0.65, -0.13, 0.61, -0.02, -0.27, -0.03, 0.01, -0.03, -0.12, 0.12, -0.04, -0.10, -0.15, -0.08, 0.08, 0.09, 0.08, 0.12, 0.10, 0.13, 0.09, 0.11, 0.14, 0.14, 0.09, 0.12, 0.07, 0.11, 0.08, 0.10, 0.11, 0.11, 0.12, 0.13, 0.11, 0.10, 0.09, 0.09, 0.07, 0.12, 0.10, 0.11, 0.12, 0.13, 0.13, 0.11, 0.12, -0.03, -0.44, -0.30, 0.09, 0.10, 0.13, 0.11, 0.05, -0.51, -0.27, 0.11, 0.08, 0.13, 0.12, 0.15, 0.15, 0.18, 0.18, -0.04, -0.43, -0.30, 0.10, 0.09, 0.12, 0.09, 0.04, -0.52, -0.28, 0.10, 0.10, 0.14, 0.15, 0.15, 0.15, 0.18, 0.18, -0.04, -0.44, -0.30, 0.09, 0.10, 0.13, 0.11, 0.02, -0.51, -0.27, 0.11, 0.09, 0.15, 0.13, 0.15, 0.15, 0.18, 0.18, -0.05, -0.44, -0.30, 0.10, 0.10, 0.13, 0.10, 0.03, -0.52, -0.28, 0.10, 0.10, 0.14, 0.15, 0.15, 0.15, 0.17, 0.15]
}